ORCA calculation (ωB97M-V with the def2-TZVPD basis set) on a 6-piece molecular cluster, C21H58ClN5O9 overall in a non-equilibrium geometry.

Geometry as ORCA input:
```
! wB97M-V def2-TZVPD RIJCOSX def2/J DEFGRID3
* xyz 0 1
C 2.37819 1.90473 3.29669
N 1.61156 3.23821 3.16337
C 1.78646 3.77598 1.68373
C 0.13724 2.90069 3.25808
C 2.10032 4.28520 4.19139
C 1.48880 4.15289 5.59514
O 2.05594 3.08766 6.28177
H 2.09967 1.39293 4.21789
H 3.44007 2.12653 3.19034
H 2.01775 1.24479 2.50761
H 1.72508 2.89728 1.04170
H 2.71521 4.33345 1.56227
H 0.88313 4.35945 1.50584
H -0.02943 2.20298 4.07876
H -0.19528 2.36543 2.36870
H -0.32485 3.88764 3.28013
H 1.87478 5.25026 3.73762
H 3.18978 4.25698 4.21115
H 0.44712 3.88271 5.42191
H 1.61960 5.08233 6.14936
H 1.43311 2.58527 6.81214
Cl 0.63499 0.23969 -0.21428
O 0.19232 1.44080 -0.83300
O -0.05288 0.13062 1.02118
O 0.20421 -0.75424 -1.10961
O 2.08757 0.18255 0.03056
C -2.71521 4.00374 0.09899
C -2.12040 4.02162 -1.30071
C -2.97209 4.77284 -2.38219
O -4.24473 4.13111 -2.41000
C -5.25396 4.95382 -2.98862
N -0.72446 4.57165 -1.30477
H -1.94668 3.87321 0.86085
H -3.39846 3.18092 0.30929
H -3.05381 4.98390 0.43475
H -1.96794 2.99979 -1.64818
H -2.53347 4.78804 -3.37993
H -3.09530 5.81702 -2.09479
H -6.16550 4.37677 -3.14419
H -4.86098 5.27828 -3.95216
H -5.48854 5.82415 -2.37576
H 0.03452 4.01671 -0.93586
H -0.54993 4.54607 -2.29925
C 3.88714 -1.30947 4.31441
C 2.88770 -1.78871 3.27002
C 2.90069 -3.34283 2.99731
O 1.97860 -3.64138 1.94557
C 2.54733 -3.59027 0.70584
N 1.50979 -1.38370 3.63880
H 4.42438 -2.16495 4.72384
H 3.25772 -0.91126 5.11025
H 4.58733 -0.56628 3.93296
H 3.10869 -1.38058 2.28378
H 2.61291 -3.86368 3.91055
H 3.89956 -3.68480 2.72638
H 2.90766 -2.57484 0.54110
H 1.77689 -3.84406 -0.02225
H 3.18250 -4.47338 0.63667
H 1.23500 -0.65074 3.00056
H 1.06119 -2.18556 3.21943
C -2.74138 -5.43298 3.13467
C -2.48843 -5.96914 1.73799
C -2.20130 -4.96927 0.62148
O -3.02622 -3.72019 0.61175
C -2.64208 -2.61607 -0.24373
N -1.42465 -6.91579 1.82170
H -2.10133 -4.64306 3.52768
H -2.66942 -6.23897 3.86494
H -3.67232 -4.86605 3.14160
H -3.33863 -6.58548 1.44578
H -2.28814 -5.31254 -0.40940
H -1.22188 -4.55239 0.85615
H -2.05419 -1.93448 0.37102
H -3.45914 -1.99770 -0.61539
H -2.04932 -2.99121 -1.07800
H -1.45372 -7.42848 2.69141
H -0.61889 -6.34211 2.02603
C -0.47313 -2.26326 -8.39071
C 0.67731 -1.47414 -7.95091
C 0.88721 -1.12123 -6.54501
O -0.21983 -0.50496 -5.95170
C -0.17009 -0.02654 -4.59355
N 1.90900 -2.15194 -8.44538
H -0.51678 -2.33485 -9.47748
H -1.40561 -1.80878 -8.05598
H -0.49438 -3.14935 -7.75629
H 0.62631 -0.52180 -8.47870
H 1.72560 -0.42472 -6.55434
H 1.25383 -1.92370 -5.90490
H -0.42120 -0.89311 -3.98191
H -0.86696 0.79658 -4.43562
H 0.81616 0.41403 -4.44760
H 1.91728 -3.04056 -7.96539
H 1.97775 -2.29175 -9.44329
*
```

Output
Orbital gap = 0.316 hartree
Largest force on an atom = 0.0643 hartree/bohr
Highest occupied orbital energy = -8.76 eV